(1)
Entry from the OMol25 dataset: the ion C6H11N4 with charge +1 at a distorted geometry (wB97M-V/def2-TZVPD).

Computed properties:
LUMO ... -5.14 eV
Relative energy (zero: lowest compared OMol25 entry of this formula, charge and spin) ... 108.5 kcal/mol
E ... -12349.7623 eV
SMILES ... [H]/N=C(\NNC)C(C)=[N+]=C=C
Kohn-Sham gap ... 8.141 eV

ORCA input file:
```
! RIJCOSX wB97M-V def2-TZVPD def2/J DEFGRID3
* xyz 1 1
N 1.5972 0.4045 0.1595
N -1.0430 -1.2540 -0.0883
N -1.1229 -0.3100 1.0039
N -0.6646 1.9572 1.3958
C 0.4311 1.6549 -1.6425
C -0.5799 0.8795 0.7429
C -2.3695 -1.4113 -0.6500
C 2.4955 -0.1915 0.6077
C 0.5185 0.8530 -0.3372
C 3.5551 -0.8742 0.9996
H -0.3839 1.3523 -2.3070
H -0.7032 -2.0969 0.3748
H -3.0971 -1.2179 0.0548
H 4.5888 -0.9944 0.4786
H -2.4054 -0.6237 -1.5053
H 0.1022 2.6586 -1.4452
H 1.3817 1.4046 -2.2269
H 3.5461 -1.4528 1.8705
H -2.0664 -0.2481 1.3739
H -2.6007 -2.3737 -1.1491
H -1.1796 1.8840 2.2895
*
```



(2)
Entry from the OMol25 dataset: an isolated molecule of C2H2OS at a distorted geometry (wB97M-V/def2-TZVPD).

Computed properties:
LUMO ... -1.58 eV
Relative energy (zero: lowest compared OMol25 entry of this formula, charge and spin) ... 12.8 kcal/mol
E ... -14987.1566 eV
SMILES ... O=CC=S
Kohn-Sham gap ... 8.014 eV

ORCA input file:
```
! RIJCOSX wB97M-V def2-TZVPD def2/J DEFGRID3
* xyz 0 1
S 1.5084 -0.1908 -0.0983
O -2.1379 -0.1106 -0.3255
C 0.1025 0.7370 0.1586
C -1.1119 -0.2133 0.3582
H -0.9164 -1.0315 0.9784
H -0.0588 1.8268 0.0975
*
```



(3)
Entry from the OMol25 dataset: a cluster of 2 separate species, C36H32NO3 in total at a distorted geometry (wB97M-V/def2-TZVPD).

Computed properties:
LUMO ... -4.73 eV
Relative energy (zero: lowest compared OMol25 entry of this formula, charge and spin) ... 0.0 kcal/mol
E ... -45475.8222 eV
Kohn-Sham gap ... 4.896 eV

ORCA input file:
```
! RIJCOSX wB97M-V def2-TZVPD def2/J DEFGRID3
* xyz 1 1
O -1.3644 1.5125 1.2467
O -1.3230 -3.5892 4.5574
O 6.7514 -0.2828 0.2396
N -3.2638 1.9810 -0.8624
C 0.5856 -1.9418 1.2242
C -2.9609 -0.7848 -4.9708
C 3.5482 -1.4460 -1.0119
C 2.6897 -1.1829 0.0861
C -1.3024 -1.9277 2.7754
C -3.6018 -1.3036 -3.8336
C 0.5224 -3.5398 3.0688
C 4.8995 -1.1830 -0.9331
C -5.1329 0.7705 0.0450
C 1.2543 -1.4225 0.0293
C -1.5915 -0.4852 -4.9290
C 3.2450 -0.6321 1.2627
C -0.7800 -1.4497 -1.3793
C -1.0867 2.2596 0.2699
C 2.8610 4.0107 0.3874
C -1.9762 2.4919 -0.7953
C -5.2621 1.6989 -2.1593
C 0.7088 3.8046 -0.7070
C -0.8585 -0.7039 -3.7641
C -2.8780 -1.5257 -2.6717
C -3.8497 1.2659 0.1588
C 1.9940 4.3513 -0.6591
C 0.2768 2.9024 0.2733
C -0.6425 -1.4284 1.6659
C 5.4252 -0.5842 0.2397
C 7.2490 0.4577 1.3836
C 2.4306 3.1239 1.3870
C 0.5581 -1.1754 -1.1744
C 1.1677 -2.9947 1.9823
C 1.1483 2.5817 1.3332
C -3.9769 2.1792 -2.0292
C -0.7307 -3.0141 3.4778
C -5.8721 0.9889 -1.1163
C -2.5415 -2.9695 5.0409
C -1.4923 -1.2244 -2.6064
C 4.5845 -0.3057 1.3458
H -2.2552 -1.4854 3.0873
H 7.1161 -0.1119 2.3169
H -6.8925 0.6253 -1.2080
H 4.9778 0.1591 2.2544
H 0.9547 -4.3616 3.6373
H -4.6683 -1.5367 -3.8545
H -1.0898 -0.0803 -5.8105
H 2.1316 -3.3948 1.6670
H 8.3095 0.5931 1.1698
H -3.4354 2.7377 -2.7890
H -5.7746 1.8926 -3.0994
H 2.6038 -0.4095 2.1173
H 3.1296 -1.8989 -1.9115
H -2.3705 -1.9195 5.3276
H -1.0868 -0.5842 1.1489
H 2.3091 5.0425 -1.4412
H 1.1576 -0.7821 -1.9990
H -3.3569 -1.9319 -1.7773
H 0.0261 4.0767 -1.5093
H 3.0813 2.8537 2.2209
H -3.5299 -0.6192 -5.8853
H -1.3440 -1.9358 -0.5834
H 6.7458 1.4343 1.4736
H 3.8621 4.4373 0.4324
H -5.5175 0.2232 0.9032
H 5.5774 -1.4025 -1.7574
H 0.8121 1.9025 2.1188
H -1.7114 3.1353 -1.6279
H -2.8062 -3.5661 5.9141
H -3.2363 1.1200 1.0336
H 0.2081 -0.4788 -3.7313
H -3.3396 -3.0180 4.2837
*
```



(4)
Entry from the OMol25 dataset: a structure of composition C21H20MgN5O11P (wB97M-V/def2-TZVPD).

Computed properties:
LUMO ... -0.92 eV
Relative energy (zero: lowest compared OMol25 entry of this formula, charge and spin) ... 0.8 kcal/mol
E ... -66805.3972 eV
Kohn-Sham gap ... 7.368 eV

ORCA input file:
```
! RIJCOSX wB97M-V def2-TZVPD def2/J DEFGRID3
* xyz 0 1
P 0.2155 0.6501 0.2752
Mg -0.3245 -1.8983 0.9640
O -1.7789 -1.9974 5.1678
O -0.0366 -0.5839 -5.2188
O -0.8089 -2.9076 6.8574
O -1.4566 -2.1446 -0.5374
O -1.8295 0.6318 -6.0057
O -0.3835 -1.8665 2.9063
O -3.6003 -2.7088 -0.8692
O 5.1480 -2.4362 5.6661
O 3.8717 -2.7713 7.3690
O 1.6740 -2.1255 0.8766
O 2.2837 -0.1120 1.5917
N -0.7917 -2.3956 5.7509
N 1.2289 2.2593 -1.7290
N -1.1525 2.5389 -1.3149
N 0.4661 3.3994 0.2773
N 4.0532 -2.5173 6.1937
C -0.0259 2.4653 -2.3550
C 3.0580 -1.9610 4.0069
C 1.9541 -1.7969 3.2159
C -0.8031 3.6355 -0.3094
C -3.5079 -0.8192 -3.0660
C 0.6196 -1.9769 3.7057
C 0.4917 2.2361 1.1749
C 2.8769 -2.3222 5.3437
C 1.3686 0.9212 -1.1379
C 1.4917 3.3143 -0.7572
C -1.3161 1.2149 -0.6222
C -1.1240 -0.7868 -4.4013
C 2.0398 -1.3110 1.7927
C -2.5511 -2.2250 -1.2292
C 1.6271 -2.4720 5.8921
C -3.4113 -0.0396 -4.2266
C -2.1994 -0.0479 -4.8716
C -0.5414 0.1212 -6.3518
C -1.1918 -1.5248 -3.2499
C 0.5151 -2.2750 5.0842
C -2.4245 -1.5343 -2.5766
H 2.4544 3.1262 -0.2853
H -0.8038 4.5731 -0.8689
H -2.1542 1.3105 0.0716
H 4.0558 -1.8109 3.6214
H -0.6363 -0.5668 -7.1971
H 1.5337 4.2719 -1.2826
H -4.2501 0.5238 -4.6092
H 0.1217 0.9555 -6.5792
H 1.1925 0.1593 -1.8998
H -1.5869 0.4817 -1.3806
H -4.4399 -0.8736 -2.5206
H -0.2834 1.6494 -3.0284
H 1.4617 2.1926 1.6691
H -1.5981 3.6400 0.4362
H 2.3863 0.7923 -0.7718
H -0.2662 2.3512 1.9525
H -0.0448 3.4204 -2.8843
H -0.3425 -2.0704 -2.8631
H 1.4993 -2.7281 6.9312
H -2.0233 2.7718 -1.7937
*
```